(1)
ORCA calculation (ωB97M-V/def2-TZVPD) on 3 unconnected molecules or ions with the total composition C18H24F11NO4Si.

Each line ends with the Löwdin charge.
CARTESIAN COORDINATES (ANGSTROEM)
F (-0.7407, 0.2201, 2.2847)  0.17
C (-1.0021, -0.8558, 1.5639)  -0.63
F (-2.2831, -1.1697, 1.6959)  0.16
F (-0.2807, -1.8622, 2.0637)  0.17
C (-0.6661, -0.6395, 0.0759)  -0.53
F (-0.5638, -1.8751, -0.4709)  0.06
F (0.5617, -0.0533, 0.0448)  0.04
Si (-1.9706, 0.4510, -0.8718)  0.81
C (-2.5703, 1.7770, 0.3006)  -0.32
C (-3.4875, 2.8117, -0.3736)  -0.26
C (-4.1415, 3.7229, 0.6722)  -0.17
C (-5.5526, 3.3025, 1.1010)  -0.14
N (-5.7443, 1.8690, 1.1810)  -0.13
C (-6.0918, 1.0074, 0.1720)  -0.12
C (-6.1787, -0.2790, 0.6632)  -0.09
C (-5.8756, -0.1976, 2.0512)  -0.10
C (-5.6234, 1.1321, 2.3323)  -0.11
H (-1.2269, 1.0930, -1.9755)  -0.01
H (-3.0496, -0.4129, -1.3742)  -0.01
H (-3.1404, 1.3122, 1.1035)  0.06
H (-1.7316, 2.3138, 0.7367)  0.09
H (-2.8955, 3.4156, -1.0566)  0.10
H (-4.2478, 2.3237, -0.9750)  0.08
H (-3.5078, 3.7333, 1.5569)  0.11
H (-4.1894, 4.7513, 0.3240)  0.11
H (-5.7453, 3.6988, 2.0924)  0.12
H (-6.3076, 3.7098, 0.4352)  0.12
H (-6.2514, 1.3715, -0.8265)  0.11
H (-6.4455, -1.1638, 0.1206)  0.09
H (-5.8705, -1.0152, 2.7457)  0.09
H (-5.3610, 1.5479, 3.2876)  0.11
C (2.7750, -2.7355, -1.3346)  -0.06
C (1.9059, -2.8808, -2.5646)  -0.19
O (2.7087, -3.0457, -3.7501)  0.04
C (3.1506, -4.2718, -3.9866)  -0.40
O (2.9532, -5.2480, -3.3269)  0.17
C (3.9515, -4.2852, -5.3013)  -0.55
F (4.7848, -3.2423, -5.3727)  0.17
F (3.1110, -4.2225, -6.3430)  0.17
F (4.6631, -5.4018, -5.4016)  0.18
H (3.4846, -1.9172, -1.4663)  0.08
H (2.1553, -2.5311, -0.4620)  0.07
H (3.3466, -3.6444, -1.1488)  0.08
H (1.3261, -1.9756, -2.7310)  0.12
H (1.2079, -3.7108, -2.4676)  0.13
C (2.9679, 1.0867, 1.6739)  -0.05
C (4.0139, 0.0077, 1.5105)  -0.18
O (5.3086, 0.5714, 1.2192)  0.04
C (6.0025, 1.0022, 2.2613)  -0.40
O (5.6733, 0.9703, 3.4094)  0.17
C (7.3661, 1.5359, 1.7861)  -0.55
F (7.2349, 2.3034, 0.6990)  0.17
F (8.1720, 0.5104, 1.4806)  0.17
F (7.9437, 2.2547, 2.7420)  0.18
H (2.9395, 1.7276, 0.7918)  0.09
H (1.9899, 0.6396, 1.8154)  0.06
H (3.1865, 1.7176, 2.5356)  0.08
H (3.7799, -0.6275, 0.6585)  0.11
H (4.0782, -0.6278, 2.3927)  0.13

Force components x, y, z for each atom (eV/Å):
0.01 0.63 0.25
0.45 -0.63 -0.30
-0.58 -0.06 0.04
0.19 -0.17 0.13
-0.75 0.45 0.23
0.19 -0.36 -0.31
0.37 -0.03 -0.19
0.06 0.48 0.18
-0.50 -0.07 -0.37
0.25 0.21 0.11
-0.06 -0.13 0.01
0.17 -0.08 -0.09
-0.18 -0.72 0.51
-0.03 -0.22 -0.18
0.21 0.76 0.41
0.00 0.63 -0.42
0.02 -0.87 0.03
0.06 -0.18 -0.08
0.02 -0.09 0.02
0.08 -0.17 0.20
0.21 -0.07 0.17
0.09 0.10 -0.13
-0.10 -0.08 -0.13
0.13 0.02 0.11
-0.05 0.14 -0.09
-0.17 0.12 0.09
-0.06 0.02 -0.18
-0.09 0.07 -0.09
-0.04 -0.09 -0.20
0.05 -0.05 0.19
0.02 0.38 -0.02
0.22 -0.09 -0.06
-0.26 0.19 0.43
0.00 -0.03 -0.15
-0.18 0.12 0.20
0.06 -0.07 -0.06
0.13 -0.03 -0.05
0.00 -0.03 -0.03
-0.01 0.01 -0.01
-0.01 0.00 -0.01
-0.06 0.05 0.00
-0.04 0.01 -0.02
-0.06 -0.04 0.02
0.08 0.02 -0.15
0.11 -0.11 -0.08
0.26 0.30 0.10
-0.46 -0.21 -0.01
0.14 -0.01 -0.02
-0.25 -0.14 -0.03
0.09 0.05 0.04
0.09 0.11 0.00
0.03 -0.01 0.02
0.00 -0.01 -0.02
0.01 -0.01 -0.01
-0.06 -0.08 -0.05
-0.07 -0.06 0.02
0.01 -0.07 0.04
0.13 0.06 -0.06
0.12 0.09 0.07

Properties
* spin multiplicity: 1
* HOMO-LUMO gap: 9.089 eV
* SMILES: FC(F)(F)C(F)(F)[SiH2]CCCCn1cccc1.CCOC(=O)C(F)(F)F.CCOC(=O)C(F)(F)F

=====

(2)
ORCA calculation (ωB97M-V/def2-TZVPD) on a molecular structure, C18H24F3GeN3ORuS.

Each line ends with the Löwdin charge.
CARTESIAN COORDINATES (ANGSTROEM)
Ru (-0.6019, -0.1239, -0.1308)  1.09
C (-1.8968, -3.7598, -2.4400)  0.05
C (-0.9311, -2.7593, -1.9027)  -0.44
O (-1.2669, -1.9421, -1.0123)  -0.11
N (0.3276, -2.7764, -2.3374)  0.12
C (1.3043, -1.7964, -1.8889)  -0.10
C (1.0835, -0.4532, -2.5511)  -0.23
C (1.7677, -0.1437, -3.7092)  0.02
C (1.4973, 1.0438, -4.3742)  0.01
C (0.5300, 1.8837, -3.8548)  0.00
C (-0.1070, 1.5311, -2.6798)  -0.10
N (0.1704, 0.3920, -2.0224)  -0.02
H (-2.9125, -3.4201, -2.2612)  0.10
H (-1.7494, -4.7088, -1.9198)  0.11
H (-1.7442, -3.9293, -3.5047)  0.10
H (0.5923, -3.4451, -3.0453)  0.17
H (2.2942, -2.1684, -2.1420)  0.14
H (1.2599, -1.7325, -0.7939)  0.10
H (2.5056, -0.8368, -4.0904)  0.13
H (2.0254, 1.2961, -5.2838)  0.13
H (0.2635, 2.8113, -4.3406)  0.13
H (-0.8571, 2.1689, -2.2447)  0.06
F (-0.3379, 4.7572, 1.8447)  0.16
C (0.7670, 4.6597, 1.0961)  -0.60
F (0.4338, 4.9953, -0.1603)  0.16
F (1.6645, 5.5294, 1.5410)  0.19
C (1.2969, 3.2470, 1.1278)  -0.08
C (2.5835, 2.9292, 1.5040)  0.06
C (3.0194, 1.5997, 1.4780)  0.00
C (2.1473, 0.6180, 1.0794)  -0.09
N (0.8862, 0.9388, 0.7323)  -0.14
C (0.4544, 2.2076, 0.7417)  -0.59
S (-1.1949, 2.1098, 0.2165)  0.86
H (3.2584, 3.7162, 1.8151)  0.15
H (4.0269, 1.3397, 1.7670)  0.13
H (2.4319, -0.4237, 1.0364)  0.11
C (0.0752, -2.0625, 2.3928)  -0.21
Ge (-1.4552, -0.8378, 2.5832)  0.81
C (-1.0515, 0.7466, 3.6343)  -0.19
C (-2.9373, -1.9493, 3.2150)  -0.17
C (-2.3361, -0.2996, 0.7755)  -0.34
H (0.2526, -2.4908, 3.3812)  0.04
H (0.9983, -1.5878, 2.0747)  -0.02
H (-0.1748, -2.8843, 1.7209)  0.03
H (-0.9912, 0.4533, 4.6828)  0.04
H (-1.8245, 1.5065, 3.5345)  0.04
H (-0.0923, 1.1777, 3.3495)  0.01
H (-2.5741, -2.4122, 4.1337)  0.04
H (-3.1828, -2.7306, 2.4990)  0.04
H (-3.8266, -1.3642, 3.4372)  0.04
H (-3.0137, 0.5297, 0.9587)  0.00
H (-2.8583, -1.1501, 0.3373)  0.03

Force components x, y, z for each atom (eV/Å):
-0.17 -0.11 -0.25
-0.01 -0.01 0.01
0.23 0.04 0.03
-0.23 -0.08 0.03
-0.08 0.05 -0.06
-0.01 0.00 -0.02
0.06 -0.03 0.00
-0.01 -0.01 -0.02
-0.01 -0.01 0.01
-0.02 -0.01 0.01
0.03 -0.10 -0.09
-0.09 -0.03 0.14
0.00 0.01 0.00
-0.01 0.01 0.01
0.01 -0.01 0.00
0.00 -0.01 0.02
0.01 0.01 0.03
0.03 -0.02 -0.01
0.01 0.01 0.00
0.00 0.01 0.00
-0.01 0.00 0.00
-0.02 0.04 0.02
-0.02 0.00 0.02
0.01 0.04 -0.01
0.01 0.00 -0.01
0.02 0.00 0.02
-0.21 0.00 -0.06
0.09 -0.04 0.02
0.01 0.04 0.01
-0.07 0.08 0.03
-0.17 0.00 0.06
0.05 -0.10 0.03
0.18 0.30 0.08
-0.01 0.00 0.00
0.00 0.01 0.00
0.00 -0.01 0.00
-0.18 -0.01 0.09
0.35 -0.22 0.12
-0.04 -0.07 -0.07
0.01 0.19 -0.06
0.17 0.07 -0.28
0.01 -0.01 -0.01
0.02 0.02 0.00
0.01 0.02 -0.02
0.00 -0.01 0.00
-0.02 -0.02 -0.01
0.00 -0.01 0.01
-0.04 -0.01 0.02
0.03 0.00 -0.01
0.00 0.01 0.00
0.02 -0.02 0.17
0.01 -0.02 0.01

Properties
* relative energy (zero: lowest compared OMol25 entry of this formula, charge and spin): 100.09 kJ/mol
* net charge: +2
* spin multiplicity: 1
* HOMO-LUMO gap: 6.786 eV

=====

(3)
ORCA calculation (ωB97M-V/def2-TZVPD) on a molecular structure, C18H24F3N3O3S at a distorted geometry.

Each line ends with the Löwdin charge.
CARTESIAN COORDINATES (ANGSTROEM)
C (-3.2074, -1.9968, -2.4381)  -0.05
C (-1.9209, -2.6405, -1.8152)  -0.34
H (-0.9693, -2.2611, -2.3107)  0.15
H (-2.1041, -3.7501, -1.7911)  0.15
O (-2.0191, -2.3801, -0.5931)  0.00
C (-1.3873, -1.2364, -0.1030)  -0.51
O (-0.6795, -0.6643, -0.7089)  0.24
C (-1.4548, -0.7727, 1.2375)  -0.17
N (-1.7411, 0.6591, 1.3603)  0.22
C (-2.3997, 1.2195, 0.4949)  -0.64
O (-3.0711, 0.8271, -0.3307)  0.16
C (-2.5583, 2.8641, 0.5108)  -0.03
H (-3.4241, 2.9340, 0.2119)  0.00
C (-1.3897, 3.4877, -0.2978)  -0.34
C (-1.7880, 3.1278, -1.9207)  0.01
H (-1.8490, 2.0449, -1.8728)  0.06
H (-1.0207, 3.4596, -2.3990)  0.00
H (-2.8029, 3.4848, -1.9364)  0.07
C (0.1003, 2.9879, -0.1092)  -0.03
H (0.6916, 3.4696, -0.5305)  -0.08
H (0.0235, 1.8209, -0.3898)  0.12
H (0.1408, 3.1137, 1.1580)  0.13
H (-1.4368, 4.5951, -0.0941)  0.13
H (-2.3165, 3.1245, 1.8144)  0.19
H (-1.1792, 1.3326, 1.9049)  0.16
N (-0.1380, -1.1609, 2.0354)  0.11
C (1.0163, -0.9482, 1.5387)  -0.44
C (1.7610, -1.1715, 0.4898)  -0.17
C (1.2324, -2.5238, -0.0535)  -0.13
N (1.0351, -3.4700, -0.6671)  0.20
C (2.9555, -0.5333, 0.1824)  -0.41
C (3.1134, 0.3999, 0.9207)  -0.56
S (1.8611, 0.6786, 2.1855)  1.02
C (4.2700, 1.2464, 1.0455)  -0.10
H (4.1985, 1.9548, 1.9428)  0.08
H (5.2788, 1.0363, 1.1355)  0.04
H (4.3130, 2.0059, 0.0022)  0.17
C (3.8943, -1.0955, -0.5557)  -0.32
H (4.5357, -0.2525, -1.0995)  0.18
C (4.6133, -2.1671, -0.2228)  -0.16
H (5.5050, -2.6956, -0.9277)  0.17
H (3.9441, -3.0598, 0.1754)  0.13
H (5.1986, -2.0566, 0.5969)  0.04
H (3.2743, -1.5711, -1.6703)  0.22
H (-0.4071, -0.9605, 2.9734)  0.13
C (-2.4204, -1.6215, 2.0542)  -0.34
F (-2.2704, -2.9766, 2.1902)  0.15
F (-2.5381, -1.2617, 3.3814)  0.11
F (-3.7453, -1.2851, 1.4198)  0.05
H (-3.3248, -0.8484, -2.3956)  0.09
H (-3.2298, -2.2385, -3.6174)  0.11
H (-4.1633, -2.2743, -2.1119)  0.04

Force components x, y, z for each atom (eV/Å):
1.22 1.75 -4.92
-1.61 -1.58 -7.70
-1.13 -0.86 0.41
0.88 0.72 -1.22
0.58 3.48 11.53
-6.84 -7.47 2.05
8.51 7.07 -8.53
0.48 -1.48 6.11
5.46 -4.23 5.89
-2.30 10.92 -1.00
-4.67 -5.35 -6.54
13.08 -2.83 8.02
-8.77 1.65 -2.82
-0.68 0.33 -2.75
-3.65 -1.81 7.37
0.19 -0.07 -0.53
3.98 2.36 -3.89
-0.09 0.59 -1.28
-13.07 -9.83 10.71
9.68 7.70 -6.82
0.93 2.65 0.70
0.85 -0.59 -3.43
0.13 -0.90 -0.60
-1.27 -0.14 -3.72
0.08 -1.38 0.00
-6.41 -1.27 -1.15
4.57 6.64 2.08
-3.77 -7.16 -1.52
2.42 2.68 -0.74
-0.49 -0.84 0.01
-5.56 -6.00 -1.99
0.91 9.36 8.93
0.29 -1.48 -1.32
-0.12 6.33 -1.51
-0.43 -0.65 -1.38
1.84 -2.04 -0.16
-0.26 -1.85 2.95
1.04 2.86 -13.72
-0.96 -1.55 1.26
3.99 -10.00 0.91
-2.99 1.72 1.05
1.10 1.44 -1.19
1.92 0.92 3.03
1.36 1.67 2.76
0.82 0.05 0.84
-4.78 -0.59 1.38
-0.06 2.21 -1.63
0.30 0.65 -1.60
3.17 -1.44 1.94
1.04 -1.60 0.15
0.09 0.53 2.43
-0.99 -1.29 1.13

Properties
* relative energy (zero: lowest compared OMol25 entry of this formula, charge and spin): 1653.46 kJ/mol
* spin multiplicity: 1
* HOMO-LUMO gap: 9.170 eV